Record 1
Below is C3H5BrS in the gas phase in a non-equilibrium geometry, with properties calculated with ωB97M-V/def2-TZVPD.

## Properties
- Max |F|: 3.0 eV/Å
- Molecular weight: 153.04 g mol⁻¹
- LUMO energy (spin up / spin down): 0.08 / 0.07 eV
- DFT total energy: -3089.39125 Eh
- Orbital gap (spin up / spin down): 7.540 / 7.575 eV
- HOMO energy (spin up / spin down): -7.5 / -7.5 eV
- Energy above the lowest of the compared OMol25 structures with the same formula, charge and spin: 2.6600 eV

Positions of all 10 atoms, in Å:
1 C 1.09933 -1.63184 -0.00078
2 C -1.04579 0.13128 0.20375
3 C -0.18679 1.32209 0.06651
4 S -0.50406 -1.47602 0.19058
5 Br -2.86435 0.44482 0.05788
6 H 1.36407 -2.71481 -0.27686
7 H 1.75359 -0.94029 -0.43383
8 H -0.28557 1.99770 1.02745
9 H -0.23420 1.70187 -0.97846
10 H 0.90377 1.16520 0.14377

Here are the Mulliken charges for atoms 1 to 5, given in e: atom 1 (C): -0.6479, atom 2 (C): 0.2972, atom 3 (C): -1.0692, atom 4 (S): 0.0481, atom 5 (Br): -0.0996


Record 2
Below is a molecular structure, C3H3NO4 in a non-equilibrium geometry, with properties calculated with ωB97M-V/def2-TZVPD.

## Properties
- Max |F|: 9.7 eV/Å
- Molecular weight: 117.06 g mol⁻¹
- LUMO energy: -1.04 eV
- DFT total energy: -471.61995 Eh
- Orbital gap: 8.837 eV
- HOMO energy: -9.9 eV
- Energy above the lowest of the compared OMol25 structures with the same formula, charge and spin: 6.8905 eV

Positions of all 11 atoms, in Å:
1 C -0.87477 0.40590 0.89533
2 C -0.75642 -0.20767 -0.50374
3 C 0.62271 -0.00390 -1.23319
4 H 0.75922 -0.09705 3.35826
5 H -1.93680 0.37016 1.26241
6 H 1.89516 -0.81396 -2.11973
7 N 0.11779 0.37678 1.62513
8 O -0.01355 0.45749 2.93257
9 O -1.67645 -0.63483 -1.11084
10 O 0.65723 -0.92734 -2.39404
11 O 1.59637 0.69686 -0.53110

Here are the Mulliken charges for atoms 1 to 5, given in e: atom 1 (C): -0.2840, atom 2 (C): 0.5792, atom 3 (C): 0.3790, atom 4 (H): 0.3818, atom 5 (H): 0.3644


Record 3
Below is a molecular structure, C13H16IN3SSr in a non-equilibrium geometry, with properties calculated with ωB97M-V/def2-TZVPD.

## Properties
- Max |F|: 3.6 eV/Å
- Molecular weight: 460.88 g mol⁻¹
- LUMO energy (spin up / spin down): -2.53 / -2.53 eV
- DFT total energy: -1395.66877 Eh
- Orbital gap (spin up / spin down): 4.030 / 4.031 eV
- HOMO energy (spin up / spin down): -6.6 / -6.6 eV
- Energy above the lowest of the compared OMol25 structures with the same formula, charge and spin: 2.0304 eV

Positions of all 35 atoms, in Å:
1 C 3.45931 -2.08605 -0.82027
2 C 1.69696 -1.01476 -3.58660
3 H 4.01743 -1.17322 -0.60753
4 H 3.50936 -2.51652 -1.81789
5 H 3.08368 -2.70647 -0.00643
6 H 0.89155 -0.33064 -3.87811
7 H 2.72100 -0.64188 -3.50700
8 H 1.53712 -2.09134 -3.66105
9 Sr 1.28777 -0.47366 -0.99507
10 C 0.14191 -3.18361 -1.19980
11 H -0.56229 -2.99744 -2.02206
12 H -0.24895 -3.20844 -0.17402
13 H 1.03306 -3.77388 -1.43322
14 I 2.67539 2.34610 -1.01804
15 N -2.14176 1.56481 1.27387
16 C -1.33534 1.63526 2.41439
17 C -1.45068 2.30251 3.62967
18 C -0.38744 2.21851 4.54681
19 C 0.76738 1.51045 4.21873
20 C 0.87901 0.83570 2.98817
21 C -0.20682 0.86223 2.10731
22 N -0.35678 0.32521 0.83439
23 C -1.53640 0.78209 0.33065
24 C -2.02316 0.57870 -1.01867
25 C -3.23271 0.96410 -1.54706
26 S -3.37693 0.43479 -3.17838
27 C -1.80299 -0.23575 -3.11349
28 N -1.19628 -0.06318 -1.94341
29 H -3.04221 2.02336 1.14828
30 H -2.35859 2.85337 3.87098
31 H -0.43893 2.70397 5.53198
32 H 1.59014 1.47616 4.93174
33 H 1.78582 0.31780 2.67948
34 H -4.01136 1.51007 -1.01501
35 H -1.36728 -0.74836 -3.96333

Here are the Mulliken charges for atoms 1 to 5, given in e: atom 1 (C): -1.4294, atom 2 (C): -1.4678, atom 3 (H): 0.4569, atom 4 (H): 0.3512, atom 5 (H): 0.4181


Record 4
Below is 13 unconnected molecules or ions with the total composition H26O13 in a non-equilibrium geometry, with properties calculated with ωB97M-V/def2-TZVPD.

## Properties
- Max |F|: 8.6 eV/Å
- Molecular weight: 234.19 g mol⁻¹
- LUMO energy: -0.80 eV
- DFT total energy: -993.47929 Eh
- Orbital gap: 9.111 eV
- HOMO energy: -9.9 eV
- Energy above the lowest of the compared OMol25 structures with the same formula, charge and spin: 7.9985 eV

Positions of all 39 atoms, in Å:
1 H 1.38160 -0.24801 -0.53659
2 H 0.26586 -1.08041 0.07398
3 H -2.26247 -2.54417 -1.40905
4 H -3.18506 -2.95075 -0.23035
5 H 3.01257 3.83170 -0.20842
6 H 1.99751 4.25595 -1.25497
7 H -2.70113 1.87566 0.73982
8 H -1.20373 2.04947 1.16371
9 H -4.11223 -1.13154 2.67204
10 H -3.03741 -0.96528 1.73042
11 H -0.81198 -0.80648 2.31039
12 H -0.82131 -1.00077 3.84926
13 H -0.50930 1.83496 -1.59827
14 H -0.76561 1.78805 -3.13512
15 H 1.02024 1.52201 4.45427
16 H 2.17386 0.41281 4.86081
17 H 2.82066 -1.75291 -0.24546
18 H 1.84675 -2.76851 0.06024
19 H 0.75888 3.26420 -4.47683
20 H 0.17751 1.85472 -4.42898
21 H -1.85088 -3.97797 2.92570
22 H -0.93059 -4.29914 1.85603
23 H -2.55863 -0.37066 -2.19440
24 H -2.31533 0.87721 -3.05197
25 H 5.02131 -0.08535 -2.01662
26 H 6.38100 0.01585 -1.40809
27 O 0.61779 -0.15558 0.02776
28 O -3.13831 -2.96918 -1.19321
29 O 2.70417 3.61430 -1.09562
30 O -2.06968 2.49278 1.04364
31 O -3.10782 -0.98061 2.64201
32 O -1.31359 -0.64970 3.06502
33 O -0.10696 1.86216 -2.41368
34 O 1.79350 1.03463 4.17526
35 O 2.28840 -2.35554 -0.69890
36 O 0.93445 2.36302 -4.09957
37 O -1.54263 -4.79615 2.49902
38 O -2.77254 0.63049 -2.26612
39 O 5.92115 0.30874 -2.18715

Here are the Mulliken charges for atoms 1 to 5, given in e: atom 1 (H): 0.2741, atom 2 (H): 0.2517, atom 3 (H): 0.3016, atom 4 (H): 0.3130, atom 5 (H): 0.3005


Record 5
Below is a molecular structure, C26H47N4O2PPdS in a non-equilibrium geometry, with properties calculated with ωB97M-V/def2-TZVPD.

## Properties
- Max |F|: 5.1 eV/Å
- Molecular weight: 617.15 g mol⁻¹
- LUMO energy (spin up / spin down): -10.65 / -16.07 eV
- DFT total energy: -2254.24515 Eh
- Orbital gap (spin up / spin down): 9.155 / 3.651 eV
- Charge: +4
- HOMO energy (spin up / spin down): -19.8 / -19.7 eV
- Energy above the lowest of the compared OMol25 structures with the same formula, charge and spin: 2.2472 eV
- 2S+1: 5

Positions of all 82 atoms, in Å:
1 Pd 1.17254 -1.06318 0.62725
2 C -0.28706 1.49112 4.71865
3 C 0.55094 0.59172 3.89955
4 C 1.83324 0.99712 3.50515
5 C 2.71074 0.14522 2.82945
6 C 4.08434 0.58952 2.50735
7 C 2.29064 -1.19388 2.55225
8 C 0.99624 -1.63898 2.95915
9 C 0.67474 -3.10388 2.97595
10 C 0.13074 -0.71188 3.57535
11 H -0.16196 2.53752 4.44385
12 H 0.05054 1.42832 5.76015
13 H -1.33616 1.20992 4.71935
14 H 2.17994 1.97732 3.80105
15 H 4.69684 0.57152 3.41655
16 H 4.10274 1.62542 2.17215
17 H 4.56954 -0.05458 1.77875
18 H 3.06344 -1.93608 2.33935
19 H 0.87684 -3.48618 3.98195
20 H 1.30934 -3.66698 2.29135
21 H -0.37566 -3.31028 2.77385
22 H -0.82666 -1.06018 3.94005
23 C 4.32524 0.08292 -3.71445
24 C 4.85384 -0.46318 -2.38325
25 C 3.81624 -0.64658 -1.43965
26 N 2.95754 -0.76688 -0.67875
27 H 5.15594 0.15812 -4.41255
28 H 3.90204 1.07562 -3.59305
29 H 3.58354 -0.57988 -4.14895
30 H 5.58654 0.23152 -1.95655
31 H 5.35874 -1.42398 -2.53705
32 O 0.19884 0.84822 -0.34955
33 P -1.15996 1.33812 -0.73165
34 N -1.40436 2.92702 -0.30885
35 C -0.79756 3.53792 0.85405
36 C -0.78176 5.02832 0.51625
37 C -2.06876 5.19182 -0.29065
38 C -2.18906 3.88172 -1.05545
39 N -2.31026 0.40332 0.07785
40 C -1.98856 -0.97428 0.35695
41 C -3.20796 -1.52928 1.09865
42 C -3.97286 -0.29438 1.61315
43 C -3.19456 0.92132 1.10605
44 N -1.53476 1.27222 -2.36145
45 C -2.33196 0.22682 -2.97575
46 C -1.28356 -0.62498 -3.69295
47 C -0.32026 0.43592 -4.24725
48 C -0.53976 1.66372 -3.34375
49 H 0.18484 3.10232 1.04555
50 H -1.43386 3.36582 1.73415
51 H 0.08894 5.27502 -0.09265
52 H -0.76826 5.65822 1.40485
53 H -2.04136 6.05912 -0.94925
54 H -2.93046 5.32342 0.37165
55 H -1.78556 3.98742 -2.07225
56 H -3.22576 3.54952 -1.17725
57 H -1.06266 -1.04238 1.00715
58 H -1.77016 -1.50158 -0.57835
59 H -2.91726 -2.18498 1.91745
60 H -3.83476 -2.10398 0.41775
61 H -4.05796 -0.28678 2.69805
62 H -4.98676 -0.28088 1.21815
63 H -2.62436 1.38532 1.92575
64 H -3.84716 1.68832 0.68815
65 H -2.98276 0.70052 -3.72045
66 H -2.95346 -0.29748 -2.25355
67 H -1.71926 -1.24418 -4.47135
68 H -0.76446 -1.26508 -2.97065
69 H -0.55766 0.67002 -5.28475
70 H 0.71354 0.10262 -4.21815
71 H -0.95276 2.48362 -3.94645
72 H 0.36954 2.02792 -2.86015
73 C 1.47674 -5.53868 -0.92545
74 S 0.14984 -4.43878 -0.35855
75 C -0.98246 -4.64028 -1.77175
76 O 0.68574 -3.01528 -0.52775
77 H 1.07094 -6.54628 -0.96515
78 H 2.30284 -5.53168 -0.22085
79 H 1.83034 -5.23788 -1.90695
80 H -1.29166 -5.68198 -1.79485
81 H -0.47736 -4.37828 -2.69685
82 H -1.86386 -4.02278 -1.63515

Here are the Mulliken charges for atoms 1 to 5, given in e: atom 1 (Pd): 0.9365, atom 2 (C): -1.7621, atom 3 (C): 0.4913, atom 4 (C): -0.5427, atom 5 (C): 0.7059


Record 6
Below is C6H7N in the gas phase in a non-equilibrium geometry, with properties calculated with ωB97M-V/def2-TZVPD.

## Properties
- Max |F|: 2.9 eV/Å
- Molecular weight: 93.13 g mol⁻¹
- LUMO energy: 0.92 eV
- DFT total energy: -287.40840 Eh
- Orbital gap: 9.667 eV
- Structure (SMILES): C=C=N[C@H]1CC1=C
- HOMO energy: -8.7 eV
- Energy above the lowest of the compared OMol25 structures with the same formula, charge and spin: 4.8664 eV

Positions of all 14 atoms, in Å:
1 C 1.00673 2.26030 -0.19505
2 C -0.04131 1.52012 -0.45709
3 N -1.17941 1.11082 -0.54641
4 C -1.24425 -0.05045 0.27579
5 C -1.24892 -1.45669 -0.38859
6 C -0.02654 -0.89180 0.06641
7 C 1.19670 -1.22057 0.44520
8 H 1.99928 1.82811 -0.21562
9 H 0.90338 3.31276 0.03079
10 H -1.79763 0.02194 1.20918
11 H -1.41948 -1.50781 -1.45469
12 H -1.64379 -2.27347 0.20423
13 H 1.87352 -0.46926 0.83659
14 H 1.62172 -2.18401 0.18925

Here are the Mulliken charges for atoms 1 to 5, given in e: atom 1 (C): -0.9943, atom 2 (C): 0.7199, atom 3 (N): -0.4746, atom 4 (C): 0.0259, atom 5 (C): -0.6625


Record 7
Below is 2 unconnected molecules or ions with the total composition C4H13N3O in a non-equilibrium geometry, with properties calculated with ωB97M-V/def2-TZVPD.

## Properties
- Max |F|: 1.9 eV/Å
- Molecular weight: 119.17 g mol⁻¹
- LUMO energy: 0.84 eV
- DFT total energy: -399.69592 Eh
- Orbital gap: 10.129 eV
- Structure (SMILES): [H]/N=C(\N)NCCC.O
- HOMO energy: -9.3 eV
- Energy above the lowest of the compared OMol25 structures with the same formula, charge and spin: 1.3977 eV

Positions of all 21 atoms, in Å:
1 H 0.63310 2.79869 -1.52331
2 N 0.08609 2.45804 -0.73589
3 C -0.34076 1.30210 -1.04663
4 N -0.28106 0.75625 -2.33735
5 N -0.81747 0.40184 -0.10135
6 C -0.41539 0.55021 1.29757
7 C -0.38652 -0.80313 1.98037
8 C 0.97127 -1.52925 1.95530
9 H -0.50994 -0.22721 -2.36108
10 H 0.55362 0.93784 -2.86908
11 H -1.74480 0.02252 -0.20643
12 H 0.45229 1.19571 1.31750
13 H -1.10387 1.22780 1.82549
14 H -1.08418 -1.44527 1.43366
15 H -0.79510 -0.76635 2.98953
16 H 1.07543 -2.08219 2.88939
17 H 1.02333 -2.19340 1.10943
18 H 1.79189 -0.81188 1.97037
19 O 0.80961 -2.18392 -1.04157
20 H 0.89238 -2.90806 -0.42052
21 H 0.77920 -1.32939 -0.59309

Here are the Mulliken charges for atoms 1 to 5, given in e: atom 1 (H): 0.2124, atom 2 (N): -0.6849, atom 3 (C): 0.5295, atom 4 (N): -0.5807, atom 5 (N): -0.2308


Record 8
Below is 2 unconnected molecules or ions with the total composition C11H14N2O in a non-equilibrium geometry, with properties calculated with ωB97M-V/def2-TZVPD.

## Properties
- Max |F|: 2.4 eV/Å
- Molecular weight: 190.25 g mol⁻¹
- LUMO energy: 0.60 eV
- DFT total energy: -612.27336 Eh
- Orbital gap: 8.841 eV
- Structure (SMILES): Cc1ccc(O)cc1.Cc1c[nH]cn1
- HOMO energy: -8.2 eV
- Energy above the lowest of the compared OMol25 structures with the same formula, charge and spin: 2.1057 eV

Positions of all 28 atoms, in Å:
1 C -0.43393 -4.02156 0.51816
2 C 0.47100 -2.81476 0.42879
3 C 1.71321 -3.09372 -0.19831
4 C 2.74670 -2.17911 -0.12130
5 C 2.46132 -0.92236 0.35724
6 O 3.21092 0.19124 0.04966
7 C 1.33519 -0.67846 1.13356
8 C 0.26732 -1.60569 1.08074
9 H 0.25549 -4.86850 0.52214
10 H -1.16653 -4.07730 -0.28773
11 H -1.00887 -4.03909 1.39648
12 H 1.86835 -4.07039 -0.66689
13 H 3.61961 -2.46122 -0.72840
14 H 3.98452 0.22139 0.65413
15 H 1.36748 0.21727 1.77688
16 H -0.66291 -1.50686 1.63037
17 C -3.81834 3.47846 -0.33036
18 C -2.53932 2.73971 -0.39678
19 C -1.54991 2.48190 0.53766
20 N -0.49272 2.02372 -0.14699
21 C -0.80246 1.94965 -1.48069
22 N -2.06760 2.30883 -1.64573
23 H -3.67215 4.57782 -0.40160
24 H -4.31641 3.08855 0.53816
25 H -4.43414 3.19971 -1.20452
26 H -1.63185 2.60505 1.60130
27 H 0.38672 1.74128 0.26419
28 H -0.11277 1.58526 -2.22103

Here are the Mulliken charges for atoms 1 to 5, given in e: atom 1 (C): -1.3235, atom 2 (C): 0.6944, atom 3 (C): -0.4701, atom 4 (C): -0.5656, atom 5 (C): 0.3239